16
Properties=species:S:1:pos:R:3:nbo_charge:R:1 method="wB97M-V/def2-TZVPD" multiplicity=1 homo_energy_ev="-8.842 / -7.559" orbital_gap_ha="0.310 / 0.286" total_energy_ev=-15083.8835 lumo_energy_ev="-0.409 / 0.228" max_force_ha_per_bohr=0.0682 relative_energy_kcal_mol=101.8
H -3.34581 -0.39831 -0.38038 0.16
C -2.94250 -1.02714 0.33638 -0.49
P 0.36129 -1.68160 -0.66116 0.67
N 0.86509 -0.43634 0.44774 -0.66
C 2.11853 -0.49088 1.25834 -0.41
C 0.16696 1.24788 -1.19252 -0.62
H 2.14879 -1.32463 1.99384 0.21
H -2.70581 -0.47545 1.16180 0.15
H 2.03320 0.10156 -1.29899 0.19
H 2.24836 0.43962 1.84321 0.20
C 0.93672 -0.04351 -0.95182 -0.39
H 0.41892 1.48856 -2.26016 0.21
H -0.93594 1.20656 -1.04898 0.22
H 3.01836 -0.62793 0.48007 0.17
H 0.68781 2.16196 -0.64135 0.21
H -3.27320 -1.93732 0.68126 0.16

16
Properties=species:S:1:pos:R:3:nbo_charge:R:1 method="wB97M-V/def2-TZVPD" multiplicity=1 homo_energy_ev=-8.126 orbital_gap_ha=0.317 total_energy_ev=-15083.8325 lumo_energy_ev=0.487 max_force_ha_per_bohr=0.1064 relative_energy_kcal_mol=103.0
H 1.73001 1.50542 1.09173 0.18
H -0.51536 0.58740 1.58904 0.20
H 3.11649 0.86439 -0.07770 0.19
H 3.02417 -1.41360 -0.69009 -0.05
P 2.24707 -1.25351 0.43802 0.48
N 1.26956 -0.04355 -0.37185 -0.73
H 1.76307 2.06354 -0.73140 0.20
H -3.33739 0.22215 0.86650 0.21
C -1.40384 -0.31287 -0.21897 -0.23
H 1.35962 -2.28642 0.07682 -0.05
H -3.15085 0.58648 -0.84316 0.22
C -2.92986 -0.18496 -0.13618 -0.64
C -0.58557 0.03352 0.71364 0.02
C 2.00140 1.13954 -0.02011 -0.47
H -3.52695 -0.99906 -0.44934 0.22
H -1.06157 -0.50848 -1.23697 0.24

16
Properties=species:S:1:pos:R:3:nbo_charge:R:1 method="wB97M-V/def2-TZVPD" multiplicity=1 homo_energy_ev=-2.221 orbital_gap_ha=0.211 total_energy_ev=-16635.9121 lumo_energy_ev=3.522 max_force_ha_per_bohr=0.0319 total_charge=-1 relative_energy_kcal_mol=4.6
C 2.72370 0.30347 2.32465 -0.62
H 0.46926 0.71684 -1.00259 0.16
H 2.23726 1.10508 2.88407 0.19
H 0.23218 0.81994 1.42962 0.33
H 0.36814 -1.00569 -0.84708 0.19
H -1.84464 -0.72298 0.46879 0.18
H 2.39319 -0.65500 2.71312 0.21
N 0.67473 0.01682 0.98189 -0.63
H 3.80294 0.41523 2.33393 0.20
S -2.21378 -0.42488 -1.94718 -0.74
H 2.60778 -0.19456 0.17874 0.18
H -1.76687 0.95594 -0.06122 0.17
C 2.07411 0.40932 0.92065 -0.21
C 0.06636 -0.07272 -0.36115 -0.24
H 2.20825 1.43825 0.52937 0.14
C -1.44438 -0.07012 -0.29860 -0.52

16
Properties=species:S:1:pos:R:3:nbo_charge:R:1 method="wB97M-V/def2-TZVPD" multiplicity=1 homo_energy_ev=-2.192 orbital_gap_ha=0.214 total_energy_ev=-16635.4608 lumo_energy_ev=3.633 max_force_ha_per_bohr=0.0388 total_charge=-1 relative_energy_kcal_mol=15.0
C 0.74506 1.20639 1.60350 -0.52
H -1.14163 0.37161 0.91180 0.19
H 1.18116 -0.40143 -0.46905 0.17
H -1.30173 -0.20315 -1.83784 0.35
H 1.31901 0.33595 1.91836 0.18
H -1.30638 -2.49542 -1.46375 0.18
H 0.38372 -2.48405 -1.21790 0.17
H -0.65252 -2.03487 0.12526 0.18
C -0.52390 -1.91909 -0.95586 -0.42
H -0.82110 1.81614 0.22693 0.20
H 1.41616 1.93298 1.10878 0.17
H 0.87546 1.13968 -1.20955 0.18
S 0.12632 2.15640 3.06268 -0.74
N -0.41403 -0.63031 -1.59183 -0.63
C -0.26044 0.91762 0.51908 -0.45
C 0.37486 0.29156 -0.73061 -0.22

16
Properties=species:S:1:pos:R:3:nbo_charge:R:1 method="wB97M-V/def2-TZVPD" multiplicity=1 homo_energy_ev=-14.648 orbital_gap_ha=0.329 total_energy_ev=-16626.3103 lumo_energy_ev=-5.705 max_force_ha_per_bohr=0.1009 total_charge=+1 relative_energy_kcal_mol=61.2
H 0.66724 -2.27796 0.12915 0.23
C -2.43081 0.64891 -0.27294 -0.41
H 0.46554 0.76715 -1.71802 0.42
C 0.07484 -0.21258 0.10488 0.16
H -1.98567 1.50827 -0.81594 0.29
H -0.11787 -2.01179 -1.42450 0.24
H 0.50518 1.16886 1.56980 0.22
S -1.82815 -0.55213 0.58792 0.62
H 1.80185 -0.01476 1.25322 0.25
H 0.21861 1.77224 -0.38743 0.40
N -0.10417 0.85698 -0.78727 -0.87
C 0.76404 0.13291 1.35381 -0.67
H 1.55592 -1.17110 -1.08946 0.24
H 0.50630 -0.40738 2.19850 0.24
H -3.56807 0.82873 -0.20297 0.26
C 0.62397 -1.56926 -0.61140 -0.62

16
Properties=species:S:1:pos:R:3:nbo_charge:R:1 method="wB97M-V/def2-TZVPD" multiplicity=3 homo_energy_ev="-11.869 / -15.524" orbital_gap_ha="0.314 / 0.308" total_energy_ev=-16623.2664 lumo_energy_ev="-3.315 / -7.133" max_force_ha_per_bohr=0.1192 total_charge=+1 relative_energy_kcal_mol=30.0
C -1.62041 -0.66954 0.04885 -0.35
H 0.31423 -2.52407 0.12684 0.27
H 1.83397 0.96708 0.83760 0.23
H 1.63650 -1.13330 0.53488 0.27
C 0.45093 0.81282 -0.72782 -0.28
C 0.85615 -1.57322 -0.12571 -0.47
S -2.53754 0.56963 0.56093 0.25
H -1.85446 -1.71108 0.11814 0.22
C 0.86829 1.53882 0.61635 -0.62
H 1.41046 0.64644 -1.39942 0.24
H 1.08669 2.64957 0.38924 0.27
H -0.22755 1.38740 -1.25087 0.25
H -3.68135 -0.30879 0.54509 0.22
N 0.00837 -0.47957 -0.50672 -0.01
H 0.09956 1.61805 1.43570 0.25
H 1.35614 -1.79025 -1.20306 0.27